[1]
The following is a DFT calculation (the ωB97M-V functional and the def2-TZVPD basis) of C20H22N2O2 in the gas phase.

The geometry in XYZ format:
```
46
Properties=species:S:1:pos:R:3:mulliken_charge:R:1
O -2.189 -2.807 1.860 -0.53
C -1.177 -1.905 1.489 -0.95
C -1.707 -0.518 1.115 -0.17
N -2.835 -0.564 0.194 0.53
C -2.623 -1.423 -0.969 -1.42
C -1.394 -1.098 -1.677 0.43
C -0.353 -0.740 -2.153 0.52
C 0.964 -0.265 -2.552 -1.33
N 1.646 0.224 -1.376 0.27
C 2.611 -0.436 -0.652 0.38
C 3.323 -1.587 -0.959 -0.80
C 4.268 -2.026 -0.051 -0.68
C 4.509 -1.342 1.138 -0.74
C 3.803 -0.198 1.452 -0.40
C 2.846 0.261 0.558 0.22
C 1.940 1.375 0.568 1.21
C 1.673 2.389 1.479 -0.37
C 0.684 3.304 1.179 -0.81
C -0.033 3.222 -0.013 -0.61
C 0.218 2.227 -0.938 -0.38
C 1.209 1.302 -0.640 -0.32
C -3.296 0.771 -0.166 -0.30
C -4.810 0.732 -0.410 -0.68
O -5.469 0.110 0.662 -0.59
H -2.721 -2.404 2.556 0.33
H -0.659 -2.363 0.644 0.28
H -0.446 -1.779 2.302 0.46
H -0.865 0.071 0.718 -0.24
H -2.066 -0.021 2.024 0.60
H -3.480 -1.315 -1.639 0.34
H -2.590 -2.461 -0.625 0.34
H 1.546 -1.074 -2.997 0.37
H 0.871 0.545 -3.286 0.32
H 3.152 -2.135 -1.874 0.31
H 4.833 -2.920 -0.269 0.40
H 5.257 -1.716 1.820 0.39
H 3.988 0.333 2.374 0.44
H 2.227 2.453 2.403 0.46
H 0.458 4.097 1.876 0.40
H -0.803 3.951 -0.218 0.44
H -0.348 2.170 -1.856 0.33
H -3.101 1.437 0.676 0.44
H -2.775 1.173 -1.046 0.12
H -5.207 1.747 -0.487 0.41
H -5.036 0.205 -1.350 0.25
H -4.931 -0.662 0.893 0.36
```

Output
HOMO: -8.05 eV
Energy relative to the best compared isomer or geometry (same formula, charge and spin): 80.7 kcal per mole
Frontier orbital gap: 8.69 eV
Molar mass: 322.4 g/mol
Lowest unoccupied orbital energy: 0.64 eV
Electronic energy: -28170.641 eV
Structure (SMILES): OCCN(CC#CCn1c2ccccc2c2ccccc21)CCO
Largest force on an atom: 0.6 eV/A



[2]
The following is a DFT calculation (the ωB97M-V functional and the def2-TZVPD basis) of a gas-phase ion, C4H8O2P (charge -1) in a non-equilibrium geometry.

The geometry in XYZ format:
```
15
Properties=species:S:1:pos:R:3:mulliken_charge:R:1
C 1.022 -0.955 1.562 -0.70
C -1.250 -0.537 0.938 -1.10
C -1.323 -0.305 -0.516 -0.07
C -0.023 0.374 -1.072 -0.60
O 1.086 1.818 1.031 -0.80
O 2.581 0.465 -0.471 -0.60
P 1.147 0.450 0.425 0.98
H 0.860 -1.927 1.100 0.16
H -1.665 -1.511 1.343 0.30
H -1.531 0.362 1.563 0.27
H -1.601 -1.326 -0.982 0.18
H -2.208 0.388 -0.778 0.23
H 0.506 -0.012 -2.038 0.26
H -0.258 1.457 -1.097 0.22
H 2.656 1.258 -1.009 0.28
```

Output
HOMO: -3.47 eV
Energy relative to the best compared isomer or geometry (same formula, charge and spin): 88.8 kcal per mole
Total charge: -1
Frontier orbital gap: 7.50 eV
Molar mass: 119.1 g/mol
Lowest unoccupied orbital energy: 4.03 eV
Electronic energy: -17659.721 eV
Largest force on an atom: 3.6 eV/A



[3]
The following is a DFT calculation (the ωB97M-V functional and the def2-TZVPD basis) of a molecular structure, C20H38O3PPd.

The geometry in XYZ format:
```
63
Properties=species:S:1:pos:R:3:mulliken_charge:R:1
Pd 0.004 0.502 0.572 0.41
C 1.544 2.654 0.810 0.02
C 2.241 1.390 0.674 -0.24
C 1.985 0.665 1.929 -1.97
C 1.095 1.505 2.702 0.55
C 0.848 2.740 2.043 -0.01
C 0.051 3.878 2.576 1.76
C 0.834 4.442 3.792 -1.62
C -1.313 3.355 3.057 -1.40
C -0.124 4.970 1.521 -1.73
C 2.474 -0.657 2.482 2.18
C 1.777 -1.802 1.701 -1.18
C 4.004 -0.786 2.397 -1.64
C 2.075 -0.787 3.959 -2.18
C 3.061 1.124 -0.575 1.86
C 2.444 1.905 -1.751 -1.75
C 4.481 1.692 -0.325 -1.53
C 3.122 -0.345 -0.998 -1.64
H 1.615 3.464 0.101 0.59
H 0.752 1.268 3.698 0.89
H 0.971 3.693 4.573 0.41
H 0.253 5.262 4.216 0.47
H 1.807 4.829 3.491 0.40
H -1.223 2.673 3.904 0.36
H -1.864 2.855 2.252 0.19
H -1.918 4.200 3.386 0.47
H 0.829 5.408 1.223 0.41
H -0.736 5.773 1.930 0.44
H -0.631 4.596 0.626 0.30
H 2.288 -2.079 0.786 0.25
H 0.719 -1.580 1.440 0.02
H 1.711 -2.679 2.345 0.44
H 4.398 -0.680 1.393 0.23
H 4.276 -1.777 2.760 0.48
H 4.486 -0.053 3.043 0.39
H 0.995 -0.859 4.109 0.39
H 2.463 0.029 4.570 0.48
H 2.512 -1.709 4.342 0.50
H 2.539 2.986 -1.655 0.42
H 1.381 1.667 -1.903 0.33
H 2.962 1.624 -2.666 0.47
H 4.441 2.746 -0.049 0.39
H 5.039 1.614 -1.258 0.49
H 5.022 1.149 0.445 0.29
H 2.125 -0.790 -1.116 0.29
H 3.696 -0.977 -0.329 0.21
H 3.600 -0.396 -1.975 0.57
C -3.760 -2.266 -1.523 -0.58
O -3.378 -0.884 -1.016 -0.32
P -2.209 -0.350 -0.214 1.02
O -2.138 1.227 -0.342 -0.03
C -2.427 1.974 -1.622 -0.68
O -2.189 -0.617 1.310 -0.14
C -3.394 -0.911 2.195 -0.65
H -4.841 -2.219 -1.587 0.27
H -3.412 -2.996 -0.800 0.37
H -3.287 -2.365 -2.492 0.31
H -2.182 3.003 -1.388 0.26
H -3.486 1.840 -1.817 0.35
H -1.803 1.575 -2.416 0.38
H -3.493 -1.990 2.226 0.31
H -4.253 -0.412 1.756 0.38
H -3.128 -0.495 3.159 0.29
```

Output
Multiplicity: 5
HOMO (alpha / beta): -18.46 / -20.04 eV
Energy relative to the best compared isomer or geometry (same formula, charge and spin): 0.0 kcal per mole
Total charge: +3
Frontier orbital gap (alpha / beta): 8.76 / 6.60 eV
Molar mass: 463.9 g/mol
Lowest unoccupied orbital energy (alpha / beta): -9.70 / -13.44 eV
Electronic energy: -40235.524 eV
Largest force on an atom: 0.6 eV/A



[4]
The following is a DFT calculation (the ωB97M-V functional and the def2-TZVPD basis) of C4H7NO in the gas phase.

The geometry in XYZ format:
```
13
Properties=species:S:1:pos:R:3:mulliken_charge:R:1
C 2.059 0.435 0.169 -0.63
O 1.248 -0.660 -0.318 -0.27
C 0.064 -0.356 -0.786 -0.10
C -1.859 -0.568 0.287 -1.05
C -0.761 0.674 -0.198 0.54
N -0.789 1.812 0.215 -0.74
H 1.445 1.327 0.331 0.38
H 2.813 0.627 -0.597 0.23
H 2.534 0.100 1.091 0.22
H -0.344 -1.131 -1.425 0.42
H -1.619 -1.634 0.325 0.37
H -2.082 -0.212 1.291 0.34
H -2.708 -0.415 -0.384 0.31
```

Output
HOMO (alpha / beta): -7.45 / -7.45 eV
Energy relative to the best compared isomer or geometry (same formula, charge and spin): 124.3 kcal per mole
Frontier orbital gap (alpha / beta): 7.21 / 7.21 eV
Molar mass: 85.1 g/mol
Lowest unoccupied orbital energy (alpha / beta): -0.24 / -0.24 eV
Electronic energy: -7794.254 eV
Largest force on an atom: 0.7 eV/A



[5]
The following is a DFT calculation (the ωB97M-V functional and the def2-TZVPD basis) of a molecular structure, C21H14Cl3NO2PtS in a non-equilibrium geometry.

The geometry in XYZ format:
```
43
Properties=species:S:1:pos:R:3:mulliken_charge:R:1
Pt -0.395 1.090 0.890 0.52
Cl 4.888 5.843 -0.328 -0.23
C 3.875 4.492 0.063 0.30
C 4.440 3.213 0.148 -0.67
C 3.638 2.154 0.492 0.36
Cl 4.317 0.571 0.623 -0.19
C 2.267 2.308 0.843 0.36
O 1.635 1.324 1.340 -0.87
C 1.691 3.614 0.619 0.80
C 0.301 3.872 0.708 0.09
O -0.644 3.094 0.963 -0.57
C 2.536 4.685 0.256 -1.10
H 5.488 3.053 -0.059 0.44
H -0.007 4.908 0.536 0.33
H 2.106 5.669 0.120 0.38
Cl -3.054 -0.025 2.778 -0.19
C -3.263 -1.001 1.351 0.87
C -3.859 -2.241 1.494 -0.64
C -4.034 -3.053 0.384 -0.41
C -3.586 -2.627 -0.853 -0.78
C -2.992 -1.384 -0.990 -0.39
C -2.825 -0.517 0.095 0.24
C -2.219 0.826 -0.106 -1.65
H -4.187 -2.570 2.471 0.44
H -4.509 -4.019 0.493 0.39
H -3.705 -3.261 -1.722 0.39
H -2.636 -1.063 -1.961 0.34
H -2.843 1.596 0.359 0.62
H -2.111 1.050 -1.168 0.50
S 0.445 -3.308 1.625 -0.24
C 0.023 -1.670 1.915 -0.15
N 0.048 -0.893 0.878 0.17
C 0.453 -1.568 -0.261 0.17
C 0.602 -1.018 -1.533 -0.56
C 0.987 -1.848 -2.564 -0.82
C 1.232 -3.207 -2.346 -0.48
C 1.105 -3.762 -1.089 -0.59
C 0.713 -2.927 -0.049 0.76
H -0.240 -1.340 2.907 0.44
H 0.415 0.038 -1.676 0.37
H 1.089 -1.447 -3.563 0.40
H 1.516 -3.840 -3.177 0.41
H 1.298 -4.810 -0.906 0.42
```

Output
HOMO: -7.73 eV
Energy relative to the best compared isomer or geometry (same formula, charge and spin): 0.0 kcal per mole
Frontier orbital gap: 7.21 eV
Molar mass: 645.9 g/mol
Lowest unoccupied orbital energy: -0.52 eV
Electronic energy: -79239.321 eV
Largest force on an atom: 1.5 eV/A



[6]
The following is a DFT calculation (the ωB97M-V functional and the def2-TZVPD basis) of 2 unconnected molecules or ions with the total composition ClN2O2 in a non-equilibrium geometry.

The geometry in XYZ format:
```
5
Properties=species:S:1:pos:R:3:mulliken_charge:R:1
N 1.340 -0.999 -0.154 -0.22
N -0.586 0.229 0.129 0.35
O -0.494 1.422 -0.119 -0.48
O -1.594 -0.457 0.017 -0.56
Cl 2.366 0.262 -0.010 -0.10
```

Output
HOMO (alpha / beta): -3.14 / -3.04 eV
Energy relative to the best compared isomer or geometry (same formula, charge and spin): 57.7 kcal per mole
Total charge: -1
Frontier orbital gap (alpha / beta): 7.26 / 7.04 eV
Molar mass: 95.5 g/mol
Lowest unoccupied orbital energy (alpha / beta): 4.12 / 4.00 eV
Electronic energy: -19592.516 eV
Largest force on an atom: 2.2 eV/A



[7]
The following is a DFT calculation (the ωB97M-V functional and the def2-TZVPD basis) of a molecular structure, C24H48Cu3O18S3 in a non-equilibrium geometry.

The geometry in XYZ format:
```
96
Properties=species:S:1:pos:R:3:mulliken_charge:R:1
Cu 3.654 1.565 -0.569 -0.36
Cu -0.869 1.385 -2.407 0.07
Cu 1.903 -2.019 1.676 0.46
S 4.442 -1.006 1.582 0.97
O 4.417 0.199 0.733 -0.65
O 5.755 -1.356 2.008 -0.69
O 3.502 -0.943 2.740 -0.58
O 3.779 -2.094 0.832 -0.52
S 0.788 -0.142 0.114 0.38
O -0.355 0.248 -0.699 0.07
O 1.421 -1.397 -0.317 -0.91
O 1.830 0.909 0.159 1.30
O 0.441 -0.467 1.500 -0.32
S 2.398 2.129 -2.924 1.58
O 2.699 2.992 -1.721 -0.60
O 1.014 1.655 -2.845 -0.65
O 2.559 2.824 -4.171 -0.68
O 3.422 1.097 -2.662 -0.78
C -1.632 -2.506 -4.001 -0.78
C -0.126 -2.735 -3.883 -0.25
C 0.442 -1.384 -3.464 0.65
O -0.709 -0.483 -3.512 -0.05
C -1.746 -1.022 -4.327 -0.26
H -2.218 -2.736 -3.109 0.16
H -1.974 -3.215 -4.760 0.48
H 0.289 -3.142 -4.801 0.43
H 0.053 -3.412 -3.046 -0.07
H 1.197 -0.971 -4.132 0.38
H 0.779 -1.379 -2.431 -0.80
H -1.534 -0.783 -5.373 0.39
H -2.742 -0.693 -4.034 -0.08
C 1.781 3.360 2.324 -0.44
C 1.881 4.250 1.107 0.60
C 3.366 4.529 1.015 -0.80
O 3.964 3.285 1.397 -0.56
C 3.144 2.598 2.354 0.71
H 0.908 2.709 2.296 0.14
H 1.749 3.904 3.272 0.46
H 1.386 5.219 1.237 0.28
H 1.520 3.730 0.221 -0.49
H 3.783 5.264 1.712 0.33
H 3.689 4.750 -0.003 0.35
H 3.596 2.589 3.351 0.44
H 3.089 1.535 2.135 -0.94
C 0.073 -1.139 5.623 -0.71
C -0.891 -2.258 5.316 -0.66
C -0.713 -2.420 3.804 -0.31
O 0.663 -2.153 3.572 0.22
C 1.226 -1.328 4.626 -0.08
H 0.482 -1.303 6.622 0.36
H -0.337 -0.135 5.522 0.25
H -1.953 -2.034 5.441 0.38
H -0.652 -3.139 5.910 0.29
H -1.350 -1.706 3.277 0.15
H -0.913 -3.443 3.489 0.15
H 1.551 -0.397 4.165 -0.13
H 2.090 -1.830 5.057 0.40
C 1.448 -5.959 -0.079 -0.62
C -0.029 -5.885 0.317 -0.69
C -0.239 -4.391 0.674 0.04
O 1.103 -3.879 0.858 0.25
C 1.842 -4.512 -0.166 -0.52
H 1.634 -6.555 -0.976 0.35
H 1.956 -6.571 0.671 0.30
H -0.263 -6.446 1.222 0.29
H -0.737 -6.185 -0.456 0.35
H -0.757 -4.318 1.623 0.06
H -0.713 -3.845 -0.143 -0.16
H 2.909 -4.347 -0.005 0.43
H 1.614 -4.064 -1.142 -0.01
C -5.149 0.713 -2.388 -0.76
C -4.790 -0.603 -1.722 -0.61
C -3.412 -0.297 -1.061 -0.61
O -2.872 0.737 -1.898 1.06
C -3.940 1.606 -2.307 -0.65
H -6.054 1.218 -2.041 0.37
H -5.432 0.630 -3.444 0.24
H -4.702 -1.469 -2.374 0.26
H -5.393 -0.895 -0.861 0.43
H -2.770 -1.171 -1.065 -0.09
H -3.535 0.135 -0.068 0.54
H -3.686 2.085 -3.251 0.49
H -4.125 2.393 -1.568 0.07
C -1.938 5.301 -0.632 -0.68
C -1.594 4.550 0.669 -0.68
C -1.368 3.086 0.177 0.47
O -1.155 3.186 -1.226 0.88
C -1.237 4.509 -1.744 -0.81
H -1.670 6.354 -0.656 0.39
H -2.991 5.192 -0.910 0.26
H -2.515 4.551 1.249 0.45
H -0.754 5.007 1.181 0.19
H -2.261 2.532 0.463 0.26
H -0.471 2.660 0.622 -0.87
H -1.743 4.482 -2.707 0.41
H -0.221 4.909 -1.835 0.24
```

Output
Multiplicity: 4
HOMO (alpha / beta): -8.67 / -8.56 eV
Energy relative to the best compared isomer or geometry (same formula, charge and spin): 0.0 kcal per mole
Frontier orbital gap (alpha / beta): 8.24 / 5.93 eV
Molar mass: 911.5 g/mol
Lowest unoccupied orbital energy (alpha / beta): -0.42 / -2.63 eV
Electronic energy: -228943.279 eV
Largest force on an atom: 3.1 eV/A



[8]
The following is a DFT calculation (the ωB97M-V functional and the def2-TZVPD basis) of a molecular structure, C19H11Cl37IN3S in a non-equilibrium geometry.

The geometry in XYZ format:
```
72
Properties=species:S:1:pos:R:3:mulliken_charge:R:1
C -1.929 1.690 3.698 -0.63
C -3.256 0.874 3.657 -0.30
C -3.255 -0.228 2.554 -0.40
C -3.341 0.474 1.185 0.01
N -3.194 -0.484 0.036 -0.30
C -2.224 0.093 -0.874 -0.48
C -2.644 1.260 -1.655 -0.49
C -1.749 1.845 -2.496 -0.80
I -2.339 3.547 -3.608 0.24
C -0.439 1.293 -2.583 0.96
N 0.572 1.725 -3.341 -0.60
S 1.865 0.812 -3.061 0.18
N 1.258 -0.257 -1.980 -0.58
C 0.010 0.130 -1.812 0.33
C -0.979 -0.446 -0.940 0.50
Cl -0.631 -1.834 0.075 0.06
H -1.762 2.279 2.784 0.05
H -1.062 1.051 3.928 0.29
H -2.046 2.436 4.507 0.14
H -3.374 0.399 4.642 0.31
H -4.110 1.534 3.425 0.22
H -2.362 -0.865 2.651 0.06
H -4.134 -0.889 2.659 0.32
H -4.257 1.084 1.072 0.31
H -2.511 1.195 1.136 -0.21
H -4.084 -0.496 -0.458 0.40
H -3.663 1.630 -1.539 0.52
C -3.967 7.412 -5.689 0.33
Cl -3.036 8.819 -6.215 -0.09
Cl -5.483 7.334 -6.594 -0.10
Cl -3.028 5.940 -5.984 -0.11
Cl -4.316 7.545 -3.959 -0.08
C -0.780 -4.921 2.729 0.30
Cl -1.807 -3.975 3.818 -0.09
Cl -0.043 -6.259 3.625 -0.01
Cl -1.762 -5.566 1.407 -0.11
Cl 0.488 -3.882 2.066 -0.10
C -3.440 2.534 7.808 0.34
Cl -2.541 4.034 7.541 -0.09
Cl -4.935 2.567 6.861 -0.09
Cl -2.453 1.159 7.299 -0.08
Cl -3.832 2.377 9.525 -0.11
C -2.297 5.382 1.107 0.30
Cl -2.557 3.806 0.345 0.05
Cl -3.681 5.776 2.135 -0.10
Cl -0.828 5.320 2.097 -0.15
Cl -2.121 6.615 -0.146 -0.09
C 1.299 -3.674 -4.480 0.29
Cl 0.436 -3.176 -3.024 0.02
Cl 1.321 -2.337 -5.640 -0.12
Cl 2.963 -4.113 -4.060 -0.09
Cl 0.488 -5.071 -5.204 -0.10
C 6.740 -4.211 -6.518 0.25
Cl 8.162 -4.890 -5.710 0.00
Cl 7.093 -2.559 -7.045 -0.11
Cl 6.332 -5.204 -7.924 -0.11
Cl 5.370 -4.191 -5.395 -0.02
C 0.398 -9.854 5.499 0.38
Cl 1.335 -8.427 5.029 -0.09
Cl -1.119 -9.884 4.592 -0.10
Cl 1.330 -11.314 5.141 -0.09
Cl 0.050 -9.785 7.231 -0.09
C 11.553 -5.647 -3.855 0.37
Cl 12.019 -4.634 -5.228 -0.09
Cl 10.954 -4.624 -2.544 -0.09
Cl 10.278 -6.767 -4.357 -0.11
Cl 12.957 -6.565 -3.295 -0.10
C 1.620 9.011 0.671 0.30
Cl 0.813 10.442 1.328 -0.10
Cl 0.902 7.555 1.374 -0.01
Cl 1.416 8.974 -1.086 -0.10
Cl 3.344 9.074 1.064 -0.10
```

Output
HOMO: -8.82 eV
Frontier orbital gap: 7.93 eV
Molar mass: 1752.1 g/mol
Lowest unoccupied orbital energy: -0.88 eV
Electronic energy: -506613.525 eV
Largest force on an atom: 2.0 eV/A